The following is a quantum chemistry calculation of an isolated molecule of C19H22BrN3O2S2 in a non-equilibrium geometry, from the Open Molecules 2025 dataset.

Structure (XYZ):
```
49
Properties=species:S:1:pos:R:3:forces:R:3
C -2.106 -4.415 -1.438 0.0 0.0 0.0
N -1.740 -3.192 -0.758 0.0 0.0 0.0
C -2.900 -2.392 -0.417 0.1 0.1 0.3
C -2.471 -1.184 0.420 -0.4 -0.1 0.0
N -1.507 -0.403 -0.315 0.2 -0.4 0.0
C -1.596 0.888 -0.692 -0.3 0.0 0.1
O -0.724 1.409 -1.370 0.0 0.2 -0.3
C -2.820 1.666 -0.223 0.1 0.3 -0.1
C -2.642 3.173 -0.417 0.2 -0.1 0.1
C -1.762 3.801 0.666 -0.5 0.1 0.0
N -0.397 3.327 0.581 -0.1 0.2 0.1
C -0.002 2.202 1.265 0.0 -0.3 0.6
O -0.689 1.628 2.082 -0.1 0.0 -0.1
C 1.363 1.807 0.871 0.6 -0.7 0.1
C 1.915 0.691 1.390 -0.8 0.7 0.0
C 3.190 0.073 1.131 0.6 -0.3 -0.1
C 3.454 -1.177 1.707 -0.1 0.2 -0.1
C 4.655 -1.821 1.487 0.0 0.0 0.0
C 5.630 -1.236 0.694 0.0 0.1 -0.1
C 5.372 0.003 0.129 0.2 0.0 -0.1
Br 6.707 0.824 -0.954 -0.2 -0.1 0.1
C 4.176 0.661 0.333 -0.1 -0.1 0.1
S 1.975 2.920 -0.319 -0.1 0.2 -0.1
C 0.482 3.846 -0.315 0.3 0.2 -0.1
S 0.233 5.168 -1.230 0.2 0.0 -0.1
C -0.358 -1.192 -0.709 0.3 0.0 -0.4
C -0.806 -2.395 -1.534 0.2 0.1 0.2
H -1.205 -4.996 -1.629 0.0 -0.1 0.0
H -2.765 -4.996 -0.794 0.0 -0.1 0.0
H -2.618 -4.234 -2.395 0.0 0.0 0.0
H -3.589 -3.007 0.167 0.0 0.0 0.0
H -3.430 -2.038 -1.322 0.0 0.0 0.0
H -3.346 -0.593 0.678 0.1 0.0 0.0
H -1.998 -1.540 1.342 -0.1 0.0 0.0
H -3.002 1.458 0.832 -0.1 -0.1 0.0
H -3.680 1.323 -0.805 0.0 -0.1 0.1
H -3.615 3.664 -0.383 0.0 0.0 0.0
H -2.192 3.360 -1.394 -0.1 0.1 0.0
H -1.748 4.887 0.553 0.0 -0.2 0.1
H -2.126 3.532 1.662 0.0 0.1 -0.1
H 1.281 0.177 2.106 -0.1 0.0 0.0
H 2.703 -1.640 2.329 -0.1 0.0 0.1
H 4.843 -2.784 1.935 0.0 -0.1 0.0
H 6.573 -1.730 0.519 0.1 0.0 0.0
H 4.013 1.628 -0.116 0.1 0.0 0.0
H 0.312 -0.555 -1.288 -0.1 -0.1 0.1
H 0.155 -1.542 0.193 0.0 0.0 0.0
H 0.063 -3.011 -1.776 0.0 0.0 0.0
H -1.259 -2.043 -2.478 0.0 0.0 0.0
```
Positions in Å, forces in eV/Å.

Results
Total charge: 0
LUMO level (eV): -0.8047
HOMO-LUMO gap (eV): 7.5
SMILES: CN1CCN(C(=O)CCCN2C(=O)/C(=C/c3cccc(Br)c3)SC2=S)CC1

***

The following is a quantum chemistry calculation of an isolated molecule of C19H22ClN3O2, from the Open Molecules 2025 dataset.

Structure (XYZ):
```
47
Properties=species:S:1:pos:R:3:forces:R:3
N 0.833 -0.138 -2.838 0.0 -0.1 -0.3
C 0.423 0.312 -1.614 0.2 0.2 -0.3
O -0.748 0.450 -1.321 -0.4 0.0 0.0
N 1.446 0.700 -0.787 0.2 0.1 0.2
C 1.180 0.889 0.626 -0.2 -0.1 0.0
C 1.433 -0.431 1.386 -0.1 0.1 -0.3
C 0.863 -1.570 0.548 0.1 0.2 0.7
O 1.557 -2.223 -0.209 0.3 -0.2 -0.2
N -0.458 -1.765 0.702 -0.4 -0.1 0.1
C -1.217 -2.651 -0.153 -0.1 -0.1 0.0
C -2.159 -3.532 0.662 0.2 -0.1 -0.2
C -2.929 -4.508 -0.236 0.0 0.2 0.2
C -3.824 -3.777 -1.198 0.0 -0.2 0.0
C -3.454 -3.596 -2.524 0.0 0.0 0.0
C -4.268 -2.893 -3.394 0.0 0.0 -0.1
C -5.466 -2.361 -2.949 -0.1 0.1 -0.1
C -5.846 -2.538 -1.630 -0.1 0.1 0.0
C -5.030 -3.242 -0.762 0.0 0.0 0.0
C 1.973 2.065 1.151 0.0 0.0 0.0
C 2.500 2.101 2.436 -0.1 0.0 -0.1
C 3.208 3.204 2.882 0.1 0.1 0.0
C 3.392 4.285 2.038 -0.1 -0.2 0.0
Cl 4.280 5.662 2.590 0.1 0.2 0.1
C 2.868 4.273 0.755 0.0 0.0 0.1
C 2.163 3.167 0.323 0.0 0.0 0.1
H 1.744 -0.551 -2.935 0.0 0.0 0.0
H 0.108 -0.524 -3.420 0.0 0.0 0.1
H 2.375 0.378 -1.013 0.0 0.0 0.0
H 0.109 1.135 0.677 0.2 -0.1 0.0
H 0.965 -0.406 2.370 0.0 0.0 0.1
H 2.507 -0.593 1.492 -0.1 -0.1 0.0
H -0.992 -1.092 1.229 0.2 0.0 0.0
H -1.787 -2.054 -0.875 0.1 -0.1 0.0
H -0.489 -3.262 -0.692 -0.1 0.1 0.0
H -2.868 -2.900 1.201 0.0 0.0 0.1
H -1.578 -4.096 1.395 0.0 0.1 0.1
H -2.217 -5.126 -0.786 0.0 -0.1 0.0
H -3.532 -5.164 0.397 0.0 -0.1 -0.1
H -2.520 -4.010 -2.877 0.1 -0.1 0.0
H -3.967 -2.759 -4.423 0.0 0.0 -0.1
H -6.101 -1.811 -3.627 0.0 0.0 -0.1
H -6.781 -2.128 -1.276 -0.1 0.0 0.0
H -5.333 -3.381 0.266 0.0 0.0 0.1
H 2.365 1.270 3.109 0.0 -0.1 0.1
H 3.615 3.223 3.881 0.1 0.0 0.1
H 3.010 5.122 0.104 0.0 0.1 0.0
H 1.747 3.151 -0.673 0.0 0.0 -0.1
```
Positions in Å, forces in eV/Å.

Results
Total charge: 0
LUMO level (eV): 0.6867
HOMO-LUMO gap (eV): 9.7
SMILES: NC(=O)N[C@@H](CC(=O)NCCCc1ccccc1)c1ccc(Cl)cc1
Energy above the lowest of the compared OMol25 structures with the same formula, charge and spin (kJ/mol): 37.28

***

The following is a quantum chemistry calculation of an isolated molecule of C19H22F4N2O2S in a non-equilibrium geometry, from the Open Molecules 2025 dataset.

Structure (XYZ):
```
50
Properties=species:S:1:pos:R:3:forces:R:3
C 0.563 -2.111 0.319 0.0 0.0 0.0
C 0.590 -0.604 0.207 0.2 -0.4 0.5
F 0.055 -0.046 1.366 0.0 0.0 0.0
C 2.016 -0.054 -0.024 0.0 0.6 -0.8
O 2.608 -0.463 -0.992 0.0 0.0 0.0
N 2.465 1.003 0.748 -0.8 -0.1 0.6
C 2.430 2.367 0.159 0.6 -0.1 -0.2
C 1.290 3.197 0.731 0.0 0.0 0.0
N 1.562 3.513 2.122 0.0 0.0 0.0
C 0.619 3.517 3.125 0.0 0.0 0.0
O 0.847 4.073 4.184 0.0 0.0 0.0
C -0.707 2.821 2.875 0.0 0.0 0.0
C -1.261 2.260 4.183 0.0 0.0 0.0
C -2.549 1.480 3.955 0.0 0.0 0.0
S -3.882 2.509 3.296 0.0 0.0 0.0
C -3.001 3.149 1.854 0.0 0.0 0.0
C -1.681 3.814 2.223 0.0 0.0 0.0
C 2.736 4.350 2.335 0.0 0.0 0.0
C 3.878 3.997 1.416 0.0 0.0 0.0
C 5.106 4.627 1.609 0.0 0.0 0.0
C 6.187 4.334 0.799 0.0 0.0 0.0
C 6.056 3.397 -0.221 0.0 0.0 0.0
C 4.840 2.770 -0.419 0.0 0.0 0.0
C 3.747 3.070 0.390 0.0 0.0 0.0
C -0.321 -0.117 -0.934 0.0 0.0 0.0
F -1.603 -0.345 -0.623 0.0 0.0 0.0
F -0.189 1.209 -1.135 0.0 0.0 0.0
F -0.055 -0.734 -2.080 0.0 0.0 0.0
H 1.051 -2.545 -0.551 0.0 0.0 0.0
H 1.106 -2.408 1.215 0.0 0.0 0.0
H -0.463 -2.468 0.386 0.0 0.0 0.0
H 1.998 1.033 1.650 0.0 0.0 0.0
H 2.282 2.248 -0.916 0.0 0.0 0.0
H 1.210 4.120 0.143 0.0 0.0 0.0
H 0.351 2.665 0.640 0.0 0.0 0.0
H -0.565 1.982 2.191 0.0 0.0 0.0
H -0.515 1.599 4.635 0.0 0.0 0.0
H -1.431 3.076 4.886 0.0 0.0 0.0
H -2.377 0.641 3.275 0.0 0.0 0.0
H -2.925 1.073 4.893 0.0 0.0 0.0
H -2.832 2.334 1.144 0.0 0.0 0.0
H -3.675 3.863 1.381 0.0 0.0 0.0
H -1.861 4.639 2.916 0.0 0.0 0.0
H -1.235 4.241 1.319 0.0 0.0 0.0
H 2.466 5.406 2.202 0.0 0.0 0.0
H 3.041 4.241 3.373 0.0 0.0 0.0
H 5.210 5.351 2.409 0.0 0.0 0.0
H 7.134 4.830 0.963 0.0 0.0 0.0
H 6.899 3.159 -0.856 0.0 0.0 0.0
H 4.726 2.029 -1.202 0.0 0.0 0.0
```
Positions in Å, forces in eV/Å.

Results
Total charge: 0
LUMO level (eV): 0.5440
HOMO-LUMO gap (eV): 9.1
SMILES: C[C@@](F)(C(=O)N[C@H]1CN(C(=O)C2CCSCC2)Cc2ccccc21)C(F)(F)F
Energy above the lowest of the compared OMol25 structures with the same formula, charge and spin (kJ/mol): 76.19

***

In order of appearance, HOMO energy = -8.3, -9.0, -8.6 eV.